Entry 1:
Computed, not measured: 7 unconnected molecules or ions with the total composition C29H67NO10, with ωB97M-V with the def2-TZVPD basis set.

## Properties
Total energy in eV: -53125.269
HOMO in Eh: -0.3216
Gap between HOMO and LUMO in eV: 9.26
SMILES: CCCN[C@]1(CCCC(=O)O)CCOC1=O.CC(C)O.CC(C)O.CC(C)O.CC(C)O.CC(C)O.CC(C)O
Energy relative to the best compared isomer or geometry (same formula, charge and spin) in eV: 0.000

The geometry in ORCA input format:
```
! RIJCOSX wB97M-V def2-TZVPD def2/J DEFGRID3
* xyz 0 1
C 0.475 2.020 0.703
C -0.186 2.618 -0.554
C -0.451 1.622 -1.702
N -1.870 1.301 -1.902
C -2.308 -0.015 -1.484
C -2.420 -0.088 0.063
C -3.815 0.014 0.682
C -4.407 1.431 0.646
C -5.518 1.697 -0.334
O -5.774 2.756 -0.831
O -6.282 0.595 -0.547
C -1.530 -1.241 -2.012
C -2.582 -2.322 -1.859
O -3.824 -1.665 -2.209
C -3.644 -0.321 -2.151
O -4.445 0.442 -2.598
H 0.491 0.928 0.664
H -0.053 2.298 1.616
H 1.507 2.352 0.812
H 0.455 3.415 -0.935
H -1.142 3.077 -0.301
H -0.075 2.045 -2.634
H 0.137 0.711 -1.531
H -2.141 1.458 -2.864
H -1.934 -0.999 0.420
H -1.828 0.740 0.452
H -3.729 -0.293 1.723
H -4.507 -0.692 0.218
H -4.839 1.660 1.624
H -3.639 2.179 0.443
H -6.893 0.840 -1.257
H -0.584 -1.454 -1.524
H -1.364 -1.087 -3.084
H -2.665 -2.700 -0.837
H -2.451 -3.173 -2.524
C 3.238 -2.514 -4.041
C 2.713 -2.326 -2.627
C 3.524 -3.100 -1.605
O 1.326 -2.670 -2.554
H 3.184 -3.569 -4.325
H 2.646 -1.937 -4.751
H 4.279 -2.198 -4.116
H 2.735 -1.264 -2.372
H 3.493 -4.172 -1.828
H 3.120 -2.950 -0.603
H 4.565 -2.776 -1.598
H 1.240 -3.606 -2.770
C 6.652 0.526 1.184
C 6.026 -0.854 1.152
C 6.579 -1.766 2.234
O 6.191 -1.462 -0.140
H 7.730 0.450 1.006
H 6.231 1.153 0.398
H 6.504 1.013 2.149
H 4.944 -0.768 1.268
H 7.658 -1.893 2.103
H 6.110 -2.749 2.191
H 6.411 -1.338 3.223
H 7.139 -1.571 -0.284
C -8.933 -2.436 -1.468
C -10.035 -1.612 -0.822
C -10.627 -0.597 -1.786
O -9.553 -0.971 0.357
H -8.110 -1.784 -1.777
H -8.535 -3.164 -0.761
H -9.294 -2.965 -2.351
H -10.827 -2.276 -0.468
H -9.853 0.099 -2.124
H -11.414 -0.020 -1.300
H -11.044 -1.086 -2.668
H -8.842 -0.377 0.086
C -6.007 -2.473 3.229
C -5.528 -1.172 3.851
C -5.737 -1.139 5.356
O -6.152 -0.053 3.223
H -7.080 -2.600 3.400
H -5.835 -2.466 2.152
H -5.491 -3.331 3.663
H -4.465 -1.044 3.637
H -6.802 -1.232 5.590
H -5.377 -0.199 5.772
H -5.213 -1.962 5.844
H -7.101 -0.116 3.386
C 6.080 0.387 -4.494
C 6.878 1.104 -3.417
C 8.347 0.709 -3.445
O 6.317 0.879 -2.130
H 6.137 -0.695 -4.341
H 5.031 0.683 -4.457
H 6.471 0.606 -5.489
H 6.794 2.183 -3.565
H 8.449 -0.365 -3.265
H 8.900 1.240 -2.670
H 8.800 0.932 -4.412
H 6.350 -0.067 -1.929
C 5.285 4.405 3.306
C 5.942 3.616 4.427
C 6.517 4.519 5.505
O 6.942 2.738 3.910
H 6.020 5.055 2.823
H 4.877 3.733 2.552
H 4.479 5.033 3.687
H 5.206 2.945 4.875
H 7.284 5.173 5.079
H 6.975 3.927 6.297
H 5.743 5.151 5.943
H 7.627 3.276 3.497
*
```

Here are the Mulliken charges for atoms 1 to 8, given in e:
1. C -1.09
2. C -0.58
3. C -0.34
4. N -0.41
5. C 2.25
6. C -1.25
7. C -0.38
8. C -0.57

Entry 2:
Computed, not measured: C9H13NSi in the gas phase in a non-equilibrium geometry, with ωB97M-V with the def2-TZVPD basis set.

## Properties
Total energy in eV: -18908.794
HOMO in Eh: -0.3147
Gap between HOMO and LUMO in eV: 9.41
SMILES: CC(C)=C[SiH2]c1ccccn1
Energy relative to the best compared isomer or geometry (same formula, charge and spin) in eV: 1.902

The geometry in ORCA input format:
```
! RIJCOSX wB97M-V def2-TZVPD def2/J DEFGRID3
* xyz 0 1
C 3.895 0.031 -0.530
C 3.799 -1.058 0.322
C 2.826 0.950 -0.645
C 2.487 -1.325 0.742
C 1.663 0.609 -0.080
C -1.487 0.899 -0.815
C -2.386 0.059 -0.290
C -3.577 -0.498 -0.988
C -2.441 -0.529 1.089
N 1.521 -0.461 0.589
Si 0.061 1.671 0.314
H 4.905 0.381 -0.881
H 4.690 -1.737 0.459
H 2.943 1.779 -1.299
H 2.195 -2.178 1.345
H -1.520 0.849 -1.893
H -3.848 0.079 -1.846
H -3.391 -1.434 -1.589
H -4.453 -0.532 -0.233
H -3.052 0.188 1.693
H -1.576 -0.568 1.689
H -2.764 -1.598 1.071
H -0.024 3.080 0.102
H -0.464 1.344 1.677
*
```

Here are the Mulliken charges for atoms 1 to 8, given in e:
1. C -0.23
2. C -0.44
3. C -0.53
4. C -0.25
5. C 0.36
6. C -0.73
7. C 1.03
8. C -1.44

Entry 3:
Computed, not measured: a molecular structure, C5H10O, with ωB97M-V with the def2-TZVPD basis set.

## Properties
Total energy in eV: -7388.327
HOMO in Eh: -0.2607
Gap between HOMO and LUMO in eV: 7.97
Energy relative to the best compared isomer or geometry (same formula, charge and spin) in eV: 6.439

The geometry in ORCA input format:
```
! RIJCOSX wB97M-V def2-TZVPD def2/J DEFGRID3
* xyz 0 1
C 2.013 -0.430 0.936
C 1.099 -0.091 -0.218
C 0.205 -1.125 -0.855
C -0.384 -0.033 -0.017
C -2.232 0.730 0.250
O -1.021 1.024 -0.979
H 2.935 -0.902 0.576
H 2.290 0.465 1.507
H 1.524 -1.126 1.626
H 1.509 0.629 -0.931
H 0.095 -1.079 -1.937
H 0.174 -2.130 -0.439
H -2.658 -0.259 0.134
H -2.881 1.488 -0.214
H -2.034 0.960 1.290
H -0.634 1.879 -0.727
*
```

Here are the Mulliken charges for atoms 1 to 8, given in e:
1. C -1.38
2. C 0.27
3. C -0.67
4. C -0.40
5. C -0.49
6. O -0.34
7. H 0.35
8. H 0.32